Entry 1:
# C10H15NO2

A cluster of 2 separate species, C10H15NO2 in total in a non-equilibrium geometry (the ωB97M-V functional and the def2-TZVPD basis, the Open Molecules 2025 dataset).

Last columns: bonded neighbours and bond lengths (Å).
Positions of all 28 atoms, in Å:
1 O 1.6309 -0.2409 -1.7671  C6 1.379, H25 0.960
2 O 1.9639 3.7388 2.0640  C5 1.207
3 N 2.3424 1.8114 0.9070  C5 1.386, H15 1.007, H23 0.995
4 C 0.3226 -2.2294 -1.4753  C6 1.367, C9 1.387, H16 1.085
5 C 1.6428 2.6049 1.8029  O2 1.207, N3 1.386, C7 1.521
6 C 0.4193 -0.8685 -1.5690  O1 1.379, C4 1.367, C13 1.412
7 C 0.3424 2.0477 2.3621  C5 1.521, C12 1.544, H24 1.086, H27 1.093
8 C -2.0305 -2.0337 -1.0168  C9 1.369, C10 1.419, C11 1.528
9 C -0.8921 -2.7891 -1.1088  C4 1.387, C8 1.369, H19 1.092
10 C -1.9680 -0.6673 -1.3934  C8 1.419, C13 1.370, H20 1.081
11 C -3.3311 -2.4958 -0.3602  C8 1.528, H17 1.093, H18 1.082, H26 1.087
12 C 0.0804 0.5352 2.1948  C7 1.544, H21 1.090, H22 1.093, H28 1.086
13 C -0.7433 -0.0679 -1.5273  C6 1.412, C10 1.370, H14 1.088
14 H -0.5526 1.0003 -1.4514  C13 1.088
15 H 3.0051 2.1597 0.2330  N3 1.007
16 H 1.1898 -2.8036 -1.7839  C4 1.085
17 H -3.3672 -1.8227 0.5005  C11 1.093
18 H -4.2099 -2.2858 -0.9557  C11 1.082
19 H -0.8920 -3.7398 -0.5726  C9 1.092
20 H -2.8944 -0.1102 -1.4048  C10 1.081
21 H -0.9607 0.2431 2.3348  C12 1.090
22 H 0.6509 -0.1474 2.8295  C12 1.093
23 H 2.0656 0.8616 0.7963  N3 0.995
24 H -0.4673 2.5771 1.8678  C7 1.086
25 H 1.5325 0.4514 -2.4246  O1 0.960
26 H -3.2386 -3.5456 -0.0949  C11 1.087
27 H 0.5125 2.1826 3.4331  C7 1.093
28 H 0.2711 0.2662 1.1596  C12 1.086

**Lowest unoccupied orbital energy**: 0.0215 hartree
**Net charge**: 0
**Orbital gap**: 9.4 eV
**SMILES string**: Cc1ccc(O)cc1.CCC(N)=O
**Energy above the lowest of the compared OMol25 structures with the same formula, charge and spin**: 22.56 kcal/mol
**E_HOMO**: -8.8 eV

Entry 2:
# C4H6N2

The molecule C4H6N2 in a non-equilibrium geometry (the ωB97M-V functional and the def2-TZVPD basis, the Open Molecules 2025 dataset).

Last columns: bonded neighbours and bond lengths (Å).
Positions of all 12 atoms, in Å:
1 N 0.2406 -0.3415 -1.6594  C4 1.425, C5 1.305
2 N 0.9122 -0.1102 0.3722  C3 1.357, C5 1.327, H10 1.084
3 C -0.4249 0.0887 0.4924  N2 1.357, C4 1.436, C6 1.556
4 C -0.8946 -0.0201 -0.8599  N1 1.425, C3 1.436, H9 1.080
5 C 1.2642 -0.4609 -0.8584  N1 1.305, N2 1.327, H11 1.140
6 C -1.0223 0.5470 1.8544  C3 1.556, H7 1.145, H8 1.118, H12 1.109
7 H -1.5332 1.5230 1.5430  C6 1.145
8 H -1.8087 -0.1834 2.1669  C6 1.118
9 H -1.8174 0.4242 -1.2031  C4 1.080
10 H 1.5508 0.2676 1.1623  N2 1.084
11 H 2.3610 -0.6177 -1.1278  C5 1.140
12 H -0.3567 0.8201 2.6978  C6 1.109

**Lowest unoccupied orbital energy**: 0.0287 hartree
**Net charge**: 0
**Orbital gap**: 9.2 eV
**SMILES string**: Cc1cnc[nH]1
**Energy above the lowest of the compared OMol25 structures with the same formula, charge and spin**: 25.25 kcal/mol
**E_HOMO**: -8.4 eV

Entry 3:
# C28H38Cl2F3N3O3

A cluster of 7 separate species, C28H38Cl2F3N3O3 in total in a non-equilibrium geometry (the ωB97M-V functional and the def2-TZVPD basis, the Open Molecules 2025 dataset).

Last columns: bonded neighbours and bond lengths (Å).
Positions of all 77 atoms, in Å:
1 Cl -17.0354 -19.2167 40.8324  C25 1.771
2 Cl -15.5586 -20.1790 43.1721  C25 1.785
3 F -13.7639 -17.7581 43.8354  C39 1.338
4 F -15.2412 -9.8068 44.6556  C35 1.342
5 F -13.6856 -16.9974 35.9413  C19 1.354
6 O -10.0285 -20.4531 46.6267  C14 1.215
7 O -12.1614 -9.3963 42.7634  C34 1.228
8 O -13.5061 -12.2464 38.8905  C33 1.228
9 N -12.1882 -21.1264 46.5328  C14 1.360, C20 1.452, H51 1.002
10 N -13.2944 -10.3003 41.0152  C28 1.458, C34 1.334, H74 1.013
11 N -15.1971 -13.3694 37.9084  C23 1.454, C33 1.345, H61 1.005
12 C -13.8735 -19.3858 38.6448  C13 1.382, C30 1.390, H72 1.081
13 C -13.7626 -18.1829 37.9733  C12 1.382, C19 1.390, H57 1.084
14 C -10.8761 -21.2956 46.8471  O6 1.215, N9 1.360, C37 1.510
15 C -14.2120 -19.2940 35.8622  C18 1.410, C19 1.379, H70 1.081
16 C -16.1961 -11.7522 45.5629  C22 1.400, C35 1.375, H49 1.084
17 C -11.0165 -11.0145 41.4298  C34 1.528, H42 1.089, H65 1.090, H75 1.090
18 C -14.3158 -20.5150 36.5588  C15 1.410, C30 1.375, H68 1.081
19 C -13.8696 -18.1726 36.5879  F5 1.354, C13 1.390, C15 1.379
20 C -12.6968 -19.9095 45.9263  N9 1.452, H40 1.091, H55 1.083, H73 1.095
21 C -13.9346 -16.7416 41.7633  C29 1.372, C39 1.392, H45 1.085
22 C -16.0803 -13.0609 46.0468  C16 1.400, C31 1.387, H67 1.079
23 C -16.2413 -12.4281 38.2797  N11 1.454, H50 1.089, H56 1.084, H62 1.091
24 C -13.1343 -14.3483 42.8348  C27 1.395, C32 1.391, H64 1.081
25 C -16.7659 -19.0097 42.5706  Cl1 1.771, Cl2 1.785, H47 1.082, H54 1.082
26 C -13.8105 -11.5259 45.4173  C35 1.389, C36 1.377, H60 1.083
27 C -13.0916 -15.4820 43.6466  C24 1.395, C39 1.377, H77 1.080
28 C -14.6489 -9.8364 41.2893  N10 1.458, H52 1.087, H53 1.085, H63 1.092
29 C -13.8849 -15.6384 40.9489  C21 1.372, C32 1.392, H46 1.083
30 C -14.1183 -20.5454 37.9189  C12 1.390, C18 1.375, H44 1.084
31 C -14.8061 -13.5981 46.1597  C22 1.387, C36 1.397, H59 1.084
32 C -13.4676 -14.4242 41.4861  C24 1.391, C29 1.392, H76 1.083
33 C -13.8960 -13.1751 38.1883  O8 1.228, N11 1.345, C38 1.504
34 C -12.2237 -10.1523 41.7973  O7 1.228, N10 1.334, C17 1.528
35 C -15.0875 -11.0245 45.1977  F4 1.342, C16 1.375, C26 1.389
36 C -13.6824 -12.8154 45.8833  C26 1.377, C31 1.397, H69 1.082
37 C -10.5390 -22.6351 47.4583  C14 1.510, H58 1.088, H66 1.090, H71 1.091
38 C -12.9275 -14.1853 37.6383  C33 1.504, H41 1.084, H43 1.092, H48 1.092
39 C -13.5678 -16.6550 43.1038  F3 1.338, C21 1.392, C27 1.377
40 H -13.4839 -20.1880 45.2238  C20 1.091
41 H -12.0683 -13.7042 37.1845  C38 1.084
42 H -10.7980 -11.7021 42.2450  C17 1.089
43 H -13.3810 -14.8545 36.9035  C38 1.092
44 H -14.1792 -21.4938 38.4395  C30 1.084
45 H -14.2990 -17.7037 41.4184  C21 1.085
46 H -14.2359 -15.6806 39.9255  C29 1.083
47 H -16.4485 -17.9992 42.7919  C25 1.082
48 H -12.6384 -14.8253 38.4752  C38 1.092
49 H -17.2220 -11.4258 45.4346  C16 1.084
50 H -17.1771 -12.7333 37.8128  C23 1.089
51 H -12.8256 -21.8728 46.7329  N9 1.002
52 H -15.3522 -10.6069 40.9854  C28 1.087
53 H -14.6941 -9.5640 42.3384  C28 1.085
54 H -17.6830 -19.2977 43.0680  C25 1.082
55 H -11.8980 -19.3526 45.4531  C20 1.083
56 H -15.9718 -11.4372 37.9326  C23 1.084
57 H -13.4763 -17.2520 38.4482  C13 1.084
58 H -11.3360 -22.9938 48.1057  C37 1.088
59 H -14.6747 -14.6258 46.4771  C31 1.084
60 H -12.9341 -10.9299 45.1922  C26 1.083
61 H -15.4358 -14.2703 37.5325  N11 1.005
62 H -16.4351 -12.4930 39.3511  C23 1.091
63 H -14.8473 -8.9576 40.6722  C28 1.092
64 H -12.9478 -13.3618 43.2370  C24 1.081
65 H -10.1878 -10.3154 41.3173  C17 1.090
66 H -9.6470 -22.5185 48.0731  C37 1.090
67 H -16.9896 -13.6043 46.2525  C22 1.079
68 H -14.5329 -21.4093 35.9923  C18 1.081
69 H -12.7150 -13.2730 46.0460  C36 1.082
70 H -14.2880 -19.2397 34.7857  C15 1.081
71 H -10.2297 -23.2822 46.6367  C37 1.091
72 H -13.7293 -19.4416 39.7151  C12 1.081
73 H -13.2092 -19.3177 46.6918  C20 1.095
74 H -13.1895 -10.9492 40.2439  N10 1.013
75 H -11.1354 -11.5979 40.5172  C17 1.090
76 H -13.4259 -13.4783 40.9612  C32 1.083
77 H -12.8016 -15.3202 44.6745  C27 1.080

**Lowest unoccupied orbital energy**: 0.0104 hartree
**Net charge**: 0
**Orbital gap**: 9.3 eV
**SMILES string**: Fc1ccccc1.Fc1ccccc1.Fc1ccccc1.CNC(C)=O.CNC(C)=O.CNC(C)=O.ClCCl
**Energy above the lowest of the compared OMol25 structures with the same formula, charge and spin**: 0.00 kcal/mol
**E_HOMO**: -9.0 eV

Entry 4:
# C2H2F2S

The molecule C2H2F2S in a non-equilibrium geometry (the ωB97M-V functional and the def2-TZVPD basis, the Open Molecules 2025 dataset).

Last columns: bonded neighbours and bond lengths (Å).
Positions of all 7 atoms, in Å:
1 S 1.2935 1.3062 0.0992  C5 1.848, H6 1.399
2 F 1.5293 -1.3852 0.0808  C5 1.375
3 F -1.6037 0.4853 -0.0413  C4 1.382
4 C -0.7465 -0.5985 -0.0575  F3 1.382, C5 1.349, H7 1.059
5 C 0.5756 -0.3960 0.1209  S1 1.848, F2 1.375, C4 1.349
6 H 0.1399 2.0939 0.1756  S1 1.399
7 H -1.1881 -1.5056 -0.3777  C4 1.059

**Lowest unoccupied orbital energy**: 0.0245 hartree
**Net charge**: 0
**Orbital gap**: 9.8 eV
**SMILES string**: F/C=C(/F)S
**Energy above the lowest of the compared OMol25 structures with the same formula, charge and spin**: 20.18 kcal/mol
**E_HOMO**: -9.2 eV

Repeat the first record exactly.
# C10H15NO2

A cluster of 2 separate species, C10H15NO2 in total in a non-equilibrium geometry (the ωB97M-V functional and the def2-TZVPD basis, the Open Molecules 2025 dataset).

Last columns: bonded neighbours and bond lengths (Å).
Positions of all 28 atoms, in Å:
1 O 1.6309 -0.2409 -1.7671  C6 1.379, H25 0.960
2 O 1.9639 3.7388 2.0640  C5 1.207
3 N 2.3424 1.8114 0.9070  C5 1.386, H15 1.007, H23 0.995
4 C 0.3226 -2.2294 -1.4753  C6 1.367, C9 1.387, H16 1.085
5 C 1.6428 2.6049 1.8029  O2 1.207, N3 1.386, C7 1.521
6 C 0.4193 -0.8685 -1.5690  O1 1.379, C4 1.367, C13 1.412
7 C 0.3424 2.0477 2.3621  C5 1.521, C12 1.544, H24 1.086, H27 1.093
8 C -2.0305 -2.0337 -1.0168  C9 1.369, C10 1.419, C11 1.528
9 C -0.8921 -2.7891 -1.1088  C4 1.387, C8 1.369, H19 1.092
10 C -1.9680 -0.6673 -1.3934  C8 1.419, C13 1.370, H20 1.081
11 C -3.3311 -2.4958 -0.3602  C8 1.528, H17 1.093, H18 1.082, H26 1.087
12 C 0.0804 0.5352 2.1948  C7 1.544, H21 1.090, H22 1.093, H28 1.086
13 C -0.7433 -0.0679 -1.5273  C6 1.412, C10 1.370, H14 1.088
14 H -0.5526 1.0003 -1.4514  C13 1.088
15 H 3.0051 2.1597 0.2330  N3 1.007
16 H 1.1898 -2.8036 -1.7839  C4 1.085
17 H -3.3672 -1.8227 0.5005  C11 1.093
18 H -4.2099 -2.2858 -0.9557  C11 1.082
19 H -0.8920 -3.7398 -0.5726  C9 1.092
20 H -2.8944 -0.1102 -1.4048  C10 1.081
21 H -0.9607 0.2431 2.3348  C12 1.090
22 H 0.6509 -0.1474 2.8295  C12 1.093
23 H 2.0656 0.8616 0.7963  N3 0.995
24 H -0.4673 2.5771 1.8678  C7 1.086
25 H 1.5325 0.4514 -2.4246  O1 0.960
26 H -3.2386 -3.5456 -0.0949  C11 1.087
27 H 0.5125 2.1826 3.4331  C7 1.093
28 H 0.2711 0.2662 1.1596  C12 1.086

**Lowest unoccupied orbital energy**: 0.0215 hartree
**Net charge**: 0
**Orbital gap**: 9.4 eV
**SMILES string**: Cc1ccc(O)cc1.CCC(N)=O
**Energy above the lowest of the compared OMol25 structures with the same formula, charge and spin**: 22.56 kcal/mol
**E_HOMO**: -8.8 eV

Please write out number 1 again, unchanged.
# C10H15NO2

A cluster of 2 separate species, C10H15NO2 in total in a non-equilibrium geometry (the ωB97M-V functional and the def2-TZVPD basis, the Open Molecules 2025 dataset).

Last columns: bonded neighbours and bond lengths (Å).
Positions of all 28 atoms, in Å:
1 O 1.6309 -0.2409 -1.7671  C6 1.379, H25 0.960
2 O 1.9639 3.7388 2.0640  C5 1.207
3 N 2.3424 1.8114 0.9070  C5 1.386, H15 1.007, H23 0.995
4 C 0.3226 -2.2294 -1.4753  C6 1.367, C9 1.387, H16 1.085
5 C 1.6428 2.6049 1.8029  O2 1.207, N3 1.386, C7 1.521
6 C 0.4193 -0.8685 -1.5690  O1 1.379, C4 1.367, C13 1.412
7 C 0.3424 2.0477 2.3621  C5 1.521, C12 1.544, H24 1.086, H27 1.093
8 C -2.0305 -2.0337 -1.0168  C9 1.369, C10 1.419, C11 1.528
9 C -0.8921 -2.7891 -1.1088  C4 1.387, C8 1.369, H19 1.092
10 C -1.9680 -0.6673 -1.3934  C8 1.419, C13 1.370, H20 1.081
11 C -3.3311 -2.4958 -0.3602  C8 1.528, H17 1.093, H18 1.082, H26 1.087
12 C 0.0804 0.5352 2.1948  C7 1.544, H21 1.090, H22 1.093, H28 1.086
13 C -0.7433 -0.0679 -1.5273  C6 1.412, C10 1.370, H14 1.088
14 H -0.5526 1.0003 -1.4514  C13 1.088
15 H 3.0051 2.1597 0.2330  N3 1.007
16 H 1.1898 -2.8036 -1.7839  C4 1.085
17 H -3.3672 -1.8227 0.5005  C11 1.093
18 H -4.2099 -2.2858 -0.9557  C11 1.082
19 H -0.8920 -3.7398 -0.5726  C9 1.092
20 H -2.8944 -0.1102 -1.4048  C10 1.081
21 H -0.9607 0.2431 2.3348  C12 1.090
22 H 0.6509 -0.1474 2.8295  C12 1.093
23 H 2.0656 0.8616 0.7963  N3 0.995
24 H -0.4673 2.5771 1.8678  C7 1.086
25 H 1.5325 0.4514 -2.4246  O1 0.960
26 H -3.2386 -3.5456 -0.0949  C11 1.087
27 H 0.5125 2.1826 3.4331  C7 1.093
28 H 0.2711 0.2662 1.1596  C12 1.086

**Lowest unoccupied orbital energy**: 0.0215 hartree
**Net charge**: 0
**Orbital gap**: 9.4 eV
**SMILES string**: Cc1ccc(O)cc1.CCC(N)=O
**Energy above the lowest of the compared OMol25 structures with the same formula, charge and spin**: 22.56 kcal/mol
**E_HOMO**: -8.8 eV

- The highest orbital gap belongs to which entry?
  C2H2F2S